*one*
Molecular formula: C24H48O24
Method: DFT, ωB97M-V/def2-TZVPD

Calculated values
Kohn-Sham gap (eV): 10.75
E_HOMO (hartree): -0.37171
LUMO level (eV): 0.6336
Structure (SMILES): COC(=O)OC.COC(=O)OC.COC(=O)OC.COC(=O)OC.COC(=O)OC.COC(=O)OC.COC(=O)OC.COC(=O)OC

Atoms and positions in Å:
1 C 7.515 -12.125 -34.790
2 O 8.258 -11.341 -35.708
3 C 7.644 -10.283 -36.247
4 O 6.488 -9.903 -36.067
5 O 8.606 -9.840 -37.059
6 C 8.330 -8.939 -38.120
7 H 7.851 -11.834 -33.795
8 H 7.636 -13.197 -34.942
9 H 6.452 -11.950 -34.954
10 H 8.295 -7.902 -37.785
11 H 7.508 -9.348 -38.707
12 H 9.105 -9.012 -38.882
13 C 9.638 -24.278 -26.430
14 O 9.123 -23.226 -27.263
15 C 9.846 -22.160 -27.700
16 O 9.312 -21.194 -28.290
17 O 11.095 -22.187 -27.391
18 C 11.948 -21.230 -27.989
19 H 8.851 -24.687 -25.796
20 H 10.300 -23.786 -25.717
21 H 10.144 -25.096 -26.942
22 H 12.993 -21.324 -27.696
23 H 11.617 -20.297 -27.532
24 H 11.761 -20.996 -29.037
25 C 12.680 -18.317 -31.840
26 O 13.089 -17.411 -30.923
27 C 13.911 -17.777 -29.957
28 O 14.448 -18.874 -29.895
29 O 13.856 -16.872 -29.018
30 C 14.592 -17.057 -27.811
31 H 12.249 -17.776 -32.682
32 H 12.038 -19.101 -31.438
33 H 13.548 -18.813 -32.273
34 H 14.291 -17.914 -27.208
35 H 14.204 -16.191 -27.276
36 H 15.676 -17.050 -27.926
37 C 7.250 -14.016 -31.234
38 O 7.351 -15.171 -30.362
39 C 8.142 -16.248 -30.698
40 O 8.961 -16.331 -31.598
41 O 8.013 -17.194 -29.844
42 C 8.636 -18.525 -29.922
43 H 8.115 -13.355 -31.179
44 H 6.415 -13.429 -30.852
45 H 6.882 -14.226 -32.238
46 H 8.303 -18.992 -30.848
47 H 8.446 -19.299 -29.178
48 H 9.712 -18.374 -30.013
49 C 1.538 -11.477 -34.447
50 O 2.396 -10.751 -33.547
51 C 3.690 -11.171 -33.205
52 O 4.196 -12.283 -33.538
53 O 4.290 -10.157 -32.609
54 C 5.581 -10.351 -31.977
55 H 0.489 -11.188 -34.388
56 H 1.570 -12.546 -34.239
57 H 1.908 -11.457 -35.472
58 H 5.793 -11.388 -31.716
59 H 5.601 -9.799 -31.037
60 H 6.441 -9.954 -32.516
61 C 8.236 -18.494 -34.213
62 O 8.669 -19.546 -35.061
63 C 9.630 -20.437 -34.603
64 O 10.284 -20.327 -33.523
65 O 9.744 -21.435 -35.535
66 C 10.538 -22.513 -35.314
67 H 8.969 -17.687 -34.186
68 H 7.891 -18.734 -33.208
69 H 7.380 -18.187 -34.814
70 H 11.426 -22.642 -35.932
71 H 9.866 -23.249 -35.754
72 H 10.689 -22.747 -34.260
73 C 11.146 -15.430 -28.818
74 O 10.171 -15.913 -28.009
75 C 10.402 -16.980 -27.194
76 O 11.424 -17.633 -27.246
77 O 9.290 -17.296 -26.399
78 C 9.127 -18.480 -25.713
79 H 10.634 -14.791 -29.538
80 H 11.605 -16.231 -29.397
81 H 11.936 -14.844 -28.347
82 H 9.003 -18.204 -24.666
83 H 9.881 -19.250 -25.879
84 H 8.184 -19.001 -25.881
85 C 4.744 -16.325 -27.344
86 O 3.935 -16.173 -28.491
87 C 4.097 -15.163 -29.322
88 O 4.954 -14.213 -29.204
89 O 3.063 -15.139 -30.094
90 C 2.883 -13.961 -30.844
91 H 5.715 -16.073 -27.770
92 H 4.530 -17.332 -26.987
93 H 4.578 -15.669 -26.489
94 H 3.702 -13.823 -31.550
95 H 2.915 -13.092 -30.187
96 H 1.914 -14.163 -31.301

*two*
Molecular formula: C24H48O24
Method: DFT, ωB97M-V/def2-TZVPD

Calculated values
Kohn-Sham gap (eV): 10.89
E_HOMO (hartree): -0.38482
LUMO level (eV): 0.4216
Structure (SMILES): COC(=O)OC.COC(=O)OC.COC(=O)OC.COC(=O)OC.COC(=O)OC.COC(=O)OC.COC(=O)OC.COC(=O)OC

Atoms and positions in Å:
1 C -1.054 1.162 -2.124
2 O -0.002 1.019 -1.189
3 C 0.029 -0.069 -0.350
4 O -0.775 -0.991 -0.394
5 O 0.964 0.116 0.594
6 C 1.015 -0.841 1.648
7 H -0.785 0.712 -3.079
8 H -1.242 2.225 -2.277
9 H -2.023 0.807 -1.774
10 H 1.938 -0.712 2.214
11 H 1.005 -1.823 1.175
12 H 0.157 -0.788 2.319
13 C 8.512 -1.871 1.606
14 O 7.166 -1.693 2.093
15 C 6.795 -2.222 3.261
16 O 7.560 -2.759 4.086
17 O 5.454 -2.129 3.513
18 C 4.472 -1.859 2.444
19 H 8.690 -1.207 0.760
20 H 8.679 -2.910 1.321
21 H 9.317 -1.436 2.198
22 H 3.540 -2.101 2.954
23 H 4.608 -2.481 1.559
24 H 4.572 -0.839 2.072
25 C -0.724 1.669 -5.450
26 O -0.953 2.120 -6.785
27 C -1.934 3.013 -6.972
28 O -2.588 3.543 -6.076
29 O -1.966 3.365 -8.306
30 C -2.779 4.530 -8.677
31 H 0.221 1.126 -5.491
32 H -1.447 0.993 -4.993
33 H -0.486 2.444 -4.722
34 H -2.987 4.446 -9.744
35 H -2.157 5.423 -8.622
36 H -3.718 4.649 -8.135
37 C -1.751 3.343 1.266
38 O -2.826 2.643 0.676
39 C -3.207 1.501 1.143
40 O -2.719 0.887 2.096
41 O -4.151 1.080 0.344
42 C -4.468 -0.263 0.256
43 H -1.769 3.617 2.321
44 H -1.583 4.252 0.688
45 H -0.875 2.700 1.182
46 H -5.277 -0.544 -0.418
47 H -4.874 -0.590 1.213
48 H -3.619 -0.925 0.083
49 C 3.586 2.208 1.262
50 O 2.888 1.951 2.491
51 C 1.690 2.546 2.731
52 O 1.189 3.391 1.961
53 O 1.235 2.142 3.891
54 C -0.071 2.409 4.330
55 H 4.431 2.831 1.557
56 H 3.142 2.736 0.418
57 H 3.964 1.242 0.930
58 H -0.691 1.886 3.602
59 H -0.256 3.478 4.221
60 H -0.146 2.080 5.366
61 C 1.917 -3.263 -1.846
62 O 1.669 -4.601 -1.514
63 C 1.379 -4.951 -0.227
64 O 1.658 -4.325 0.775
65 O 0.832 -6.187 -0.294
66 C 0.748 -6.944 0.883
67 H 2.103 -2.590 -1.009
68 H 1.045 -2.781 -2.289
69 H 2.694 -3.262 -2.610
70 H 0.489 -7.954 0.568
71 H 0.088 -6.470 1.610
72 H 1.706 -6.969 1.403
73 C -4.744 6.973 -1.641
74 O -3.465 6.391 -1.672
75 C -3.252 5.112 -2.103
76 O -2.191 4.500 -1.869
77 O -4.363 4.585 -2.712
78 C -4.155 3.256 -3.216
79 H -5.384 6.832 -2.511
80 H -4.553 8.038 -1.778
81 H -5.277 6.770 -0.712
82 H -4.944 2.838 -3.841
83 H -4.025 2.414 -2.536
84 H -3.273 3.218 -3.856
85 C -1.901 -3.868 2.532
86 O -1.436 -5.144 3.073
87 C -0.844 -5.162 4.282
88 O -0.843 -4.240 5.089
89 O -0.218 -6.384 4.367
90 C 0.704 -6.567 5.395
91 H -2.789 -3.521 3.061
92 H -2.124 -3.959 1.469
93 H -1.100 -3.130 2.555
94 H 1.583 -5.944 5.227
95 H 1.062 -7.592 5.295
96 H 0.293 -6.347 6.380

Short version: *two*, *one*, most stable first.

*one*
Molecular formula: C2H10NO2
Method: DFT, ωB97M-V/def2-TZVPD

Calculated values
Kohn-Sham gap (eV): 10.97
E_HOMO (hartree): -0.53563
Charge: +1
LUMO level (eV): -3.6021

Atoms and positions in Å:
1 C 0.855 -0.919 0.401
2 O -0.146 -1.932 0.597
3 C 0.391 -0.052 -0.795
4 N -0.319 -0.935 -1.775
5 H 1.731 -1.466 0.108
6 H 0.884 -0.302 1.281
7 H -0.654 -1.825 1.411
8 H -0.252 0.742 -0.449
9 H 1.269 0.411 -1.232
10 H -0.541 -1.827 -1.311
11 H 0.279 -1.115 -2.578
12 H -1.156 -0.480 -2.122
13 H -0.407 4.155 1.808
14 H -0.723 2.663 2.047
15 O -0.563 3.317 1.362

*two*
Molecular formula: C2H10NO2
Method: DFT, ωB97M-V/def2-TZVPD

Calculated values
Kohn-Sham gap (eV): 11.94
E_HOMO (hartree): -0.56138
Charge: +1
LUMO level (eV): -3.3386

Atoms and positions in Å:
1 C -1.050 0.327 -0.667
2 C -1.656 -0.746 -1.100
3 N 0.388 0.668 -0.747
4 H -1.497 1.057 0.001
5 H -2.688 -0.929 -0.858
6 H -1.164 -1.573 -1.598
7 H 0.504 1.465 -1.383
8 H 0.925 -0.147 -1.066
9 H 0.741 0.804 0.203
10 H 1.846 -1.956 0.609
11 H 2.309 -2.749 -0.652
12 O 1.578 -2.250 -0.271
13 H 0.514 2.509 2.371
14 H -0.728 1.804 2.902
15 O -0.021 1.716 2.255

*three*
Molecular formula: C2H10NO2
Method: DFT, ωB97M-V/def2-TZVPD

Calculated values
Kohn-Sham gap (eV): 10.38
E_HOMO (hartree): -0.55126
Charge: +1
LUMO level (eV): -4.6254

Atoms and positions in Å:
1 C 0.138 -0.349 -1.296
2 C 2.295 0.681 -0.772
3 N 1.198 0.131 -0.424
4 H -0.125 0.412 -2.021
5 H 0.412 -1.320 -1.707
6 H -0.773 -0.566 -0.726
7 H 2.519 0.912 -1.809
8 H 3.069 0.785 -0.019
9 H 1.140 0.170 0.618
10 H -0.738 1.401 1.959
11 H -0.254 0.109 2.601
12 O -0.171 0.607 1.799
13 H -3.184 -0.517 0.058
14 H -3.018 -1.441 1.222
15 O -2.509 -1.015 0.516

Short version: *one*, *two*, *three*, most stable first.

*one*
Molecular formula: C18H23N3S
Method: DFT, ωB97M-V/def2-TZVPD

Calculated values
Kohn-Sham gap (eV): 7.90
E_HOMO (hartree): -0.26285
LUMO level (eV): 0.7472
Structure (SMILES): Cc1ccc(CN2CCN(/N=C/c3ccc(C)s3)CC2)cc1

Atoms and positions in Å:
1 C 5.739 1.786 3.949
2 C 4.684 0.918 3.335
3 C 3.365 0.985 3.760
4 C 2.396 0.173 3.197
5 C 2.724 -0.733 2.200
6 C 4.046 -0.806 1.774
7 C 5.010 0.010 2.333
8 H 6.032 -0.056 1.989
9 H 4.303 -1.501 0.990
10 C 1.683 -1.618 1.571
11 N 1.725 -1.506 0.120
12 C 1.443 -0.177 -0.381
13 H 2.037 0.546 0.181
14 C -0.042 0.213 -0.313
15 N -0.832 -0.806 -0.974
16 N -2.018 -0.617 -1.528
17 C -2.555 0.525 -1.742
18 C -3.811 0.600 -2.421
19 C -4.595 -0.400 -2.931
20 C -5.780 0.073 -3.524
21 C -5.915 1.427 -3.475
22 S -4.553 2.155 -2.681
23 C -7.025 2.270 -3.994
24 H -6.659 2.973 -4.742
25 H -7.788 1.641 -4.447
26 H -7.479 2.849 -3.189
27 H -6.516 -0.570 -3.976
28 H -4.313 -1.435 -2.872
29 H -2.124 1.483 -1.439
30 C -0.596 -2.153 -0.501
31 H -1.172 -2.830 -1.132
32 C 0.902 -2.472 -0.579
33 H 1.092 -3.467 -0.171
34 H 1.212 -2.462 -1.629
35 H -0.947 -2.264 0.537
36 H -0.177 1.167 -0.825
37 H -0.360 0.334 0.734
38 H 1.762 -0.151 -1.427
39 H 1.906 -2.662 1.815
40 H 0.696 -1.378 1.999
41 H 1.373 0.247 3.540
42 H 3.089 1.685 4.537
43 H 5.296 2.643 4.451
44 H 6.308 1.218 4.686
45 H 6.436 2.141 3.192

*two*
Molecular formula: C18H23N3S
Method: DFT, ωB97M-V/def2-TZVPD

Calculated values
Kohn-Sham gap (eV): 8.20
E_HOMO (hartree): -0.29485
LUMO level (eV): 0.1791
Structure (SMILES): CC(C)(C)NCc1cccn1-c1sc2c(c1C#N)CCCC2

Atoms and positions in Å:
1 N 0.805 -1.267 -3.213
2 C -0.023 -0.795 -2.534
3 S -1.905 1.422 0.202
4 C 2.433 2.617 -1.780
5 C 2.514 2.684 -0.364
6 C -0.923 -0.123 -1.652
7 C 1.228 2.058 -2.040
8 C -0.602 0.991 -0.876
9 C 1.417 2.031 0.160
10 C -2.890 0.175 -0.487
11 C -2.291 -0.527 -1.482
12 N 0.633 1.618 -0.908
13 N 2.408 1.046 2.215
14 C 1.189 1.728 1.657
15 C 3.625 -0.823 3.153
16 C 1.368 -1.253 2.203
17 C 3.258 -0.679 0.651
18 C -4.346 0.023 -0.156
19 C -2.989 -1.611 -2.218
20 C -4.922 -1.286 -0.637
21 C -4.547 -1.533 -2.068
22 C 2.651 -0.394 2.049
23 H 3.147 2.964 -2.505
24 H 3.354 3.068 0.227
25 H 0.840 1.837 -3.042
26 H 3.254 1.598 2.004
27 H 1.002 2.705 2.183
28 H 0.353 1.084 1.770
29 H 4.522 -0.173 3.081
30 H 4.005 -1.863 3.053
31 H 3.149 -0.695 4.115
32 H 0.832 -0.999 3.124
33 H 0.683 -1.159 1.366
34 H 1.658 -2.313 2.232
35 H 4.193 -0.079 0.483
36 H 2.562 -0.485 -0.157
37 H 3.553 -1.733 0.592
38 H -4.892 0.862 -0.595
39 H -4.445 0.086 0.932
40 H -2.610 -2.544 -1.826
41 H -2.734 -1.615 -3.286
42 H -6.003 -1.280 -0.556
43 H -4.544 -2.116 -0.033
44 H -4.976 -0.759 -2.704
45 H -4.993 -2.492 -2.335

Short version: *two*, *one*, most stable first.